No. 1
# C28H35N5OP2Ti

A structure of composition C28H35N5OP2Ti (the ωB97M-V functional and the def2-TZVPD basis, the OMol25 dataset).

As for the net charge: +2. The HOMO-LUMO gap (alpha / beta) comes out at 2.9 / 2.9 eV. The calculation puts the total energy at -80768.2555 eV.

Cartesian coordinates (Å):
Ti -0.024 -1.813 1.803
C -1.229 1.746 4.407
C -1.393 1.179 3.180
C -0.637 1.542 1.980
C 0.743 1.037 1.660
C 1.832 1.611 2.601
C 1.644 2.627 3.476
C 0.562 3.646 3.732
C -0.642 3.098 4.590
C 0.157 -3.872 2.182
H -1.622 1.276 5.340
H -2.020 0.267 3.090
H -0.503 2.608 2.098
H -1.242 1.416 1.101
H 0.841 -0.128 1.545
H 1.087 1.514 0.720
H 2.799 1.057 2.717
H 2.619 3.005 3.870
H 0.180 4.137 2.796
H 1.022 4.423 4.396
H -0.296 3.072 5.654
H -1.453 3.868 4.594
H 0.393 -3.863 3.283
H 0.895 -4.543 1.688
H -0.856 -4.252 1.909
P 1.554 -1.287 -0.750
P -1.957 -0.683 -0.662
N 3.047 -0.149 -1.271
N 2.125 -2.507 -1.965
N -2.293 1.090 -1.299
N -3.472 -1.125 -1.604
C 0.482 -0.341 -1.892
C -0.898 -0.962 -2.113
C 4.199 0.038 -0.538
C 4.988 1.021 -1.117
C 4.331 1.410 -2.291
C 3.198 0.620 -2.421
C 2.361 -3.827 -1.564
C 2.848 -4.531 -2.654
C 2.899 -3.633 -3.764
C 2.434 -2.401 -3.326
C -2.907 1.985 -0.437
C -2.991 3.253 -1.000
C -2.192 3.213 -2.172
C -1.978 1.859 -2.415
C -4.016 -0.566 -2.774
C -5.209 -1.200 -3.085
C -5.349 -2.242 -2.132
C -4.274 -2.204 -1.246
H 0.918 -0.379 -2.899
H 0.422 0.717 -1.558
H -1.336 -0.516 -3.011
H -0.865 -2.054 -2.302
H 4.357 -0.528 0.349
H 5.927 1.380 -0.755
H 4.623 2.139 -2.995
H 2.532 0.564 -3.253
H 2.123 -4.123 -0.550
H 3.130 -5.563 -2.664
H 3.182 -3.831 -4.781
H 2.279 -1.474 -3.863
H -3.178 1.689 0.542
H -3.669 4.065 -0.684
H -1.779 4.037 -2.734
H -1.756 1.423 -3.367
H -3.510 0.237 -3.280
H -5.876 -0.908 -3.887
H -6.158 -2.943 -2.089
H -3.976 -2.825 -0.433
O 1.583 -0.349 5.713
C 0.948 -0.921 4.795
N 0.293 -1.323 3.786


No. 2
# C32H29F6N3O4S

A cluster of 2 separate species, C32H29F6N3O4S in total (the ωB97M-V functional and the def2-TZVPD basis, the OMol25 dataset).

The HOMO-LUMO gap comes out at 2.9 eV. The calculation puts the total energy at -73449.2108 eV.

Cartesian coordinates (Å):
C 5.339 1.448 3.943
N 5.152 0.353 3.030
C 6.350 -0.116 2.342
C 6.410 0.531 0.986
F 7.549 0.273 0.293
F 5.346 0.112 0.219
F 6.281 1.896 1.104
C 3.916 -0.194 2.849
C 3.759 -1.553 2.476
C 2.503 -2.101 2.366
C 1.327 -1.314 2.525
C 0.093 -2.005 2.416
C -1.134 -1.532 1.896
C -2.288 -2.322 2.191
C -3.541 -1.936 1.783
C -3.707 -0.758 1.017
N -4.958 -0.294 0.709
C -5.297 0.064 -0.641
C -6.012 -0.197 1.709
C -5.724 0.979 2.597
F -6.700 1.238 3.501
F -4.554 0.768 3.307
F -5.505 2.107 1.846
C -2.562 -0.011 0.626
C -1.309 -0.362 1.091
C 1.487 0.073 2.827
C 2.745 0.607 3.022
H 4.779 1.270 4.870
H 6.408 1.523 4.171
H 4.980 2.399 3.519
H 7.220 0.220 2.919
H 6.344 -1.200 2.193
H 4.646 -2.168 2.339
H 2.390 -3.156 2.114
H 0.098 -3.060 2.707
H -2.170 -3.222 2.807
H -4.423 -2.527 2.035
H -4.831 -0.638 -1.349
H -6.391 0.020 -0.738
H -4.952 1.075 -0.910
H -6.954 -0.013 1.180
H -6.046 -1.102 2.331
H -2.729 0.898 0.040
H -0.444 0.249 0.845
H 0.603 0.704 2.938
H 2.866 1.668 3.268
C -5.098 -1.377 6.855
C -4.681 -2.189 7.916
C -3.677 -3.145 7.725
C -3.099 -3.302 6.461
S -1.842 -4.566 6.148
C -0.365 -3.706 6.294
C 0.896 -4.286 6.479
C 2.041 -3.442 6.733
C 3.309 -3.962 6.895
C 3.519 -5.356 6.778
N 4.839 -5.883 6.803
O 5.008 -7.117 6.666
O 5.797 -5.088 6.953
C 2.419 -6.219 6.571
C 1.145 -5.708 6.435
O -2.007 -5.537 7.209
O -2.081 -4.953 4.766
C -3.480 -2.457 5.421
C -4.489 -1.514 5.606
H -5.872 -0.624 6.997
H -5.135 -2.080 8.900
H -3.347 -3.776 8.547
H -0.503 -2.628 6.259
H 1.869 -2.367 6.808
H 4.175 -3.334 7.098
H 2.619 -7.290 6.521
H 0.320 -6.407 6.293
H -2.995 -2.539 4.452
H -4.783 -0.884 4.770


No. 3
# C6H14NO

A structure of composition C6H14NO (the ωB97M-V functional and the def2-TZVPD basis, the OMol25 dataset).

As for the net charge: -1. The HOMO-LUMO gap comes out at 5.6 eV. The calculation puts the total energy at -9981.3300 eV.

Cartesian coordinates (Å):
C -0.246 -0.598 1.002
C -1.339 0.026 1.813
C -2.314 0.749 0.865
O -2.586 0.332 -0.388
C 0.896 0.295 0.756
N 2.075 -0.501 0.059
C 1.089 -1.125 -3.171
C 2.436 0.733 -0.351
H 0.165 -1.552 1.469
H -0.527 -0.866 0.014
H -1.848 -0.755 2.376
H -0.930 0.951 2.443
H -3.308 0.957 1.401
H -1.962 1.785 0.993
H 1.411 0.538 1.755
H 0.478 1.291 0.346
H 1.620 -0.387 -3.888
H 1.511 -2.144 -3.324
H 1.105 -0.907 -2.082
H 2.597 1.224 -1.358
H 2.728 1.449 0.496
H -0.005 -1.216 -3.441